{"formula": "C32H76F6NNbO8P", "method": "ωB97M-V/def2-TZVPD", "elements": ["C", "C", "C", "C", "C", "C", "Nb", "C", "C", "F", "C", "C", "C", "C", "C", "O", "C", "C", "O", "C", "C", "C", "C", "F", "F", "C", "F", "F", "F", "P", "N", "H", "H", "H", "H", "H", "H", "H", "H", "H", "H", "H", "H", "H", "H", "H", "H", "H", "H", "H", "H", "H", "H", "H", "H", "H", "H", "H", "H", "H", "H", "H", "H", "H", "H", "H", "H", "H", "H", "H", "H", "C", "C", "O", "H", "H", "H", "H", "H", "H", "C", "C", "O", "H", "H", "H", "H", "H", "H", "C", "C", "O", "H", "H", "H", "H", "H", "H", "C", "C", "O", "H", "H", "H", "H", "H", "H", "C", "C", "O", "H", "H", "H", "H", "H", "H", "C", "C", "O", "H", "H", "H", "H", "H", "H"], "positions_angstrom": [[4.50848, 1.15283, 2.14216], [4.11901, 2.62217, 2.07791], [3.75423, 3.10678, 0.67662], [2.76081, 2.19596, -0.05448], [1.62555, 2.90549, -0.81109], [0.21726, 2.42637, -0.36129], [-0.84488, 1.13579, -1.86233], [-1.25643, -0.57987, -0.38391], [-1.31292, -0.25337, 1.08121], [-2.21281, 0.76369, 1.37266], [1.16412, 0.19531, -2.39848], [1.76962, 0.57687, -3.77092], [3.27945, 0.80639, -3.78535], [4.15720, -0.44330, -3.95023], [3.63857, -1.73491, -3.39869], [3.78785, -1.74353, -1.96338], [3.56125, -2.98054, -1.44698], [2.12060, -3.35689, -1.31777], [4.49685, -3.71280, -1.12709], [-2.78712, 2.24178, -1.52270], [-4.09740, 1.60132, -2.00992], [-4.61248, 0.48623, -1.09032], [-5.71302, 0.99344, -0.19264], [-6.86094, 1.26049, -0.89121], [-5.35727, 2.15670, 0.44994], [-6.12760, 0.03746, 0.94551], [-6.49473, -1.19907, 0.45972], [-7.22138, 0.53977, 1.62599], [-5.09205, -0.14466, 1.84388], [-1.80567, -0.52254, -3.64430], [-2.38112, 0.20034, -4.96740], [3.62912, 0.53391, 2.01080], [5.20001, 0.86418, 1.36139], [4.90353, 0.91293, 3.12051], [3.26105, 2.77626, 2.72612], [4.95156, 3.21890, 2.43590], [4.67426, 3.13667, 0.09746], [3.39562, 4.12889, 0.71900], [2.30831, 1.50169, 0.64212], [3.32529, 1.58837, -0.75124], [1.69182, 3.97990, -0.66318], [1.73553, 2.75823, -1.87949], [0.31569, 2.00261, 0.63390], [-0.42428, 3.29960, -0.25240], [-0.49303, 2.31544, -3.21386], [-2.14512, -1.12849, -0.69406], [-0.43978, -1.28696, -0.51467], [-0.32731, 0.02981, 1.43490], [-1.61741, -1.11470, 1.67698], [1.92041, 0.33667, -1.63337], [0.95947, -0.87683, -2.40738], [1.54070, -0.17087, -4.52697], [1.31019, 1.48970, -4.12500], [3.60824, 1.35069, -2.90826], [3.49791, 1.44543, -4.63661], [5.10120, -0.26806, -3.44249], [4.40571, -0.59450, -4.99409], [2.61122, -1.93447, -3.68231], [4.25823, -2.54029, -3.79041], [1.57116, -2.55450, -0.84860], [2.04543, -4.26652, -0.74650], [1.73062, -3.51346, -2.31545], [-2.91325, 2.51470, -0.47912], [-2.68802, 3.18865, -2.05357], [-4.04284, 1.24761, -3.03047], [-4.86245, 2.37530, -2.03065], [-3.83017, 0.13461, -0.43084], [-5.02388, -0.32051, -1.67732], [-0.80289, -1.48094, -3.99711], [-2.77618, -1.37905, -3.04713], [-3.35847, -0.02309, -5.09112], [-5.80391, -5.01515, -2.51817], [-4.89659, -4.08697, -1.73116], [-5.36130, -2.74504, -1.72879], [-5.90052, -4.66485, -3.54557], [-5.41199, -6.03385, -2.53011], [-6.80374, -5.03804, -2.07853], [-3.90753, -4.05694, -2.18707], [-4.78815, -4.44453, -0.69964], [-6.23165, -2.73007, -1.32589], [-6.14743, 3.59287, 3.27133], [-5.23081, 4.48775, 4.08099], [-5.68330, 5.84657, 4.10850], [-6.22286, 3.95284, 2.24678], [-5.77947, 2.56742, 3.25088], [-7.15471, 3.58974, 3.69816], [-4.23227, 4.50443, 3.64919], [-5.14765, 4.11725, 5.10950], [-6.56423, 5.85076, 4.48837], [8.63339, -2.35816, -1.36856], [7.55084, -1.52657, -2.02748], [8.03105, -0.23714, -2.41228], [9.02525, -1.84356, -0.49052], [8.24524, -3.33131, -1.06330], [9.46887, -2.52016, -2.05527], [6.72582, -1.35078, -1.34164], [7.15010, -2.04866, -2.90147], [8.74734, -0.36507, -3.03679], [-1.82845, -6.22157, -1.77799], [-0.84144, -5.25759, -1.14085], [-1.19649, -3.89957, -1.36324], [-1.88827, -6.04291, -2.85170], [-1.53318, -7.25894, -1.60971], [-2.82920, -6.07940, -1.36284], [0.14768, -5.39656, -1.56728], [-0.77374, -5.43936, -0.06101], [-2.06060, -3.74048, -0.97759], [-5.76537, 5.30863, 7.90077], [-4.70901, 6.38351, 8.07563], [-3.54492, 6.11903, 7.30342], [-5.37056, 4.33195, 8.18103], [-6.64904, 5.51776, 8.50656], [-6.06982, 5.25548, 6.85400], [-4.38300, 6.43418, 9.11356], [-5.11560, 7.36353, 7.80079], [-3.80617, 6.09323, 6.37772], [8.33949, -2.46358, 2.60168], [6.97952, -2.44314, 3.27827], [5.94402, -1.94465, 2.43910], [8.61113, -1.46355, 2.26267], [9.11165, -2.82470, 3.28353], [8.32472, -3.11438, 1.72472], [6.99549, -1.78545, 4.14601], [6.71937, -3.45161, 3.62104], [5.89173, -2.50376, 1.65965]], "atomic_forces_ev_per_a": [[-0.4784, 0.1410, 0.0330], [-0.0218, -0.1130, -0.3733], [0.2173, -0.3931, -0.0427], [-0.0832, 0.3670, -0.2526], [-0.3103, -0.1872, 0.2023], [0.7227, -0.5460, -0.3967], [0.0227, 1.7853, 2.7513], [-0.1761, -0.0298, -0.5881], [0.3673, -0.6690, -0.1905], [-0.2385, 0.4215, 0.1291], [-0.1880, 0.1286, -1.1234], [0.2960, 0.1659, 0.3317], [0.0279, -0.3181, -0.3573], [0.0774, 0.4412, 0.4636], [0.2469, -0.1830, -0.1226], [0.0801, -0.2512, 0.0319], [1.5913, -1.0801, 0.5346], [0.4957, -0.0190, 0.1017], [-1.4925, 1.3371, -0.3693], [-0.0921, -0.2904, -1.0631], [-0.2238, 0.4725, 0.4280], [-0.3296, 0.5784, 0.1206], [0.0692, 0.2385, 0.1976], [0.2096, -0.0259, 0.1330], [-0.2033, -0.3746, -0.2851], [-0.2870, -0.7245, 1.1776], [0.4317, 1.3983, 0.6668], [1.5442, -0.7502, -0.6791], [-1.7445, 0.1935, -1.3029], [0.1818, -0.1021, -0.8291], [0.0561, 0.0039, 0.4445], [-0.1664, -0.2368, -0.0499], [0.3942, -0.0045, -0.0674], [0.3134, -0.1626, 0.1419], [-0.0956, 0.1495, 0.3069], [0.0789, 0.2689, 0.2606], [0.2227, 0.1234, -0.1711], [-0.2018, 0.2455, 0.0828], [-0.0963, -0.1809, 0.2555], [0.1146, -0.2846, -0.0719], [0.1055, 0.2742, 0.1116], [0.1374, 0.0041, -0.2957], [-0.1628, -0.0721, 0.2685], [-0.4642, 0.0539, -0.1267], [-0.1137, -0.3638, -0.5027], [-0.2330, -0.1888, 0.0644], [0.2435, -0.1673, -0.0733], [0.1760, 0.3414, 0.1497], [-0.2390, -0.1008, 0.1730], [-0.0080, 0.1101, 0.3194], [-0.1225, -0.2421, 0.1126], [-0.2368, -0.1978, -0.1927], [-0.1125, 0.2052, -0.1262], [-0.1203, 0.1594, 0.3050], [0.1698, 0.2496, -0.1255], [0.3650, 0.0371, -0.0313], [-0.1261, -0.1399, -0.3435], [-0.3332, 0.0828, 0.0457], [0.1009, -0.2476, -0.0489], [-0.2425, 0.2204, 0.0243], [-0.0848, -0.2848, 0.1515], [-0.3197, 0.0139, -0.2078], [0.2447, -0.1120, 0.4211], [0.1279, 0.2393, -0.1211], [0.2685, -0.1930, -0.2346], [-0.2751, 0.1596, -0.1219], [0.2234, -0.2727, 0.0020], [-0.0390, -0.4798, 0.0529], [-0.1760, -0.2765, 0.1696], [0.1437, -0.1921, 0.0728], [-0.1805, -0.0626, -0.2098], [-0.0353, 0.0670, -0.0140], [-0.0810, 0.0699, -0.0289], [0.1669, -0.1618, -0.1729], [0.0384, -0.0020, -0.0171], [0.0058, 0.0017, 0.0160], [-0.0037, -0.0479, 0.0318], [0.0182, 0.0416, -0.0274], [0.0477, -0.0529, 0.0114], [-0.1327, 0.0800, 0.1154], [-0.0607, 0.1451, 0.0060], [-0.1850, -0.0599, 0.0834], [0.3023, -0.0351, 0.0373], [0.0417, -0.0298, -0.0391], [0.0143, -0.0020, 0.0020], [0.0154, -0.0565, 0.0388], [0.0220, 0.0791, -0.0196], [0.0898, -0.0849, -0.0449], [-0.1719, 0.0119, -0.0091], [0.0622, 0.0583, 0.0381], [0.1075, 0.0663, -0.0928], [-0.1457, -0.0368, 0.1646], [-0.0321, -0.0036, 0.0258], [-0.0125, -0.0035, -0.0237], [-0.0209, -0.0615, -0.0234], [-0.0695, 0.0230, -0.0080], [-0.0865, -0.0475, 0.0203], [0.1083, 0.0026, -0.1106], [-0.0111, 0.0485, -0.0230], [-0.4097, 0.0631, 0.2050], [0.3434, -0.1805, -0.2228], [0.0214, -0.0082, -0.0312], [0.0089, 0.0070, 0.0111], [0.0294, -0.0537, 0.0475], [0.0817, 0.0541, -0.0443], [0.0863, -0.1208, -0.0354], [-0.1072, 0.1401, 0.0994], [0.0165, -0.0253, -0.0172], [0.0105, 0.0120, -0.2206], [-0.0307, -0.0379, 0.1719], [0.0157, 0.0042, 0.0331], [0.0041, 0.0156, -0.0025], [-0.0643, 0.0178, 0.0062], [0.0567, 0.0155, 0.0137], [-0.0531, 0.0027, 0.0894], [-0.0147, 0.0215, -0.1250], [-0.0867, 0.0986, -0.0998], [-0.1268, -0.1169, -0.1540], [0.2264, 0.0624, 0.1581], [0.0051, 0.0302, 0.0296], [-0.0192, -0.0135, 0.0105], [0.0081, -0.0486, 0.0259], [-0.0138, 0.0077, 0.0402], [0.0449, 0.0169, 0.0964], [-0.0735, -0.0635, -0.1629]], "lowdin_charge": [-0.120, -0.268, -0.212, -0.219, -0.284, -0.317, 1.579, -0.331, -0.324, -0.087, -0.381, -0.315, -0.199, -0.164, -0.188, -0.033, -0.505, 0.016, 0.081, -0.358, -0.280, -0.103, -0.429, 0.104, 0.098, -0.428, 0.118, 0.115, 0.126, 0.478, -0.429, 0.061, 0.072, 0.062, 0.104, 0.094, 0.104, 0.096, 0.085, 0.081, 0.088, 0.059, 0.024, 0.036, -0.070, 0.001, 0.021, 0.085, 0.099, 0.025, -0.005, 0.092, 0.042, 0.089, 0.101, 0.102, 0.112, 0.108, 0.126, 0.081, 0.080, 0.093, 0.032, 0.025, 0.064, 0.095, 0.090, 0.105, -0.087, -0.083, -0.101, -0.083, -0.330, -0.087, 0.079, 0.068, 0.072, 0.091, 0.113, 0.068, -0.085, -0.318, -0.092, 0.075, 0.070, 0.075, 0.118, 0.092, 0.068, -0.092, -0.321, -0.082, 0.064, 0.072, 0.070, 0.106, 0.108, 0.071, -0.087, -0.317, -0.091, 0.081, 0.073, 0.055, 0.093, 0.114, 0.061, -0.089, -0.322, -0.078, 0.079, 0.073, 0.046, 0.108, 0.108, 0.069, -0.094, -0.320, -0.080, 0.074, 0.070, 0.061, 0.109, 0.106, 0.075], "gap_ev": 6.27, "lumo_ha": 0.080, "energy_ha": -2918.8032, "homo_energy_ev": -4.081, "total_charge": -1}